C4H6N3 as an isolated structure, computed with ωB97M-V/def2-TZVPD.

The value obtained for the energy relative to the best compared isomer or geometry (same formula, charge and spin) is 86.5 kcal/mol. The calculation puts the energy at -319.89379 Ha. Its total charge is +1. The HOMO energy comes out at -15.294 eV.

Geometry as XYZ:
```
13
C4H6N3 | the OMol25 dataset | ωB97M-V/def2-TZVPD
N 1.206 -0.545 -1.621
H 0.104 2.147 -0.107
N 0.566 -1.982 0.175
C 1.082 -1.572 -0.838
H -1.811 -0.780 0.159
C 0.276 -0.485 0.569
C -1.175 -0.409 0.904
H 0.892 -0.203 1.331
C 0.660 0.410 -0.694
H -1.458 -1.046 1.763
H -1.358 0.577 1.092
H 0.616 2.220 -1.765
N 0.400 1.669 -0.967
```